No. 1
The following is a DFT calculation (ωB97M-V/def2-TZVPD) of a 2-piece molecular cluster, C3H6N4O overall.

## Properties
Orbital gap (spin up / spin down) (eV): 8.1 / 8.0
Energy relative to the best compared isomer or geometry (same formula, charge and spin) (kcal/mol): 214.60
HOMO level (spin up / spin down) (eV): -8.785 / -8.804
Charge: 0

Structure (XYZ):
```
14
Properties=species:S:1:pos:R:3:forces:R:3
C 0.587 0.803 0.398 0.3 -0.5 -0.1
C 1.975 0.224 0.087 -0.5 -0.1 0.6
C -1.600 -0.326 0.377 -0.9 0.4 -2.4
N -1.268 2.681 -0.187 -0.7 -0.7 0.4
N 1.798 -1.129 -0.118 -2.5 0.5 1.1
N 0.404 -1.502 0.053 3.2 -0.4 0.3
N -0.190 -0.225 0.287 0.6 -1.3 -1.4
O 3.035 0.789 0.130 0.2 0.2 -0.4
H -1.874 0.545 0.826 -1.2 2.3 1.4
H -2.157 -0.375 -0.587 1.0 0.4 0.0
H -1.998 -1.157 0.840 0.0 -1.9 1.7
H -1.247 3.545 -0.718 0.5 0.8 -0.5
H 2.340 -1.733 -0.664 1.0 -0.8 -0.6
H 0.198 -2.139 -0.724 -1.1 1.1 -0.1
```
Forces are in eV/Å.



No. 2
The following is a DFT calculation (ωB97M-V/def2-TZVPD) of a 5-piece molecular cluster, C25H59N5O15PS overall.

## Properties
Orbital gap (eV): 7.4
HOMO level (eV): -10.626
Charge: +1

Structure (XYZ):
```
106
Properties=species:S:1:pos:R:3:forces:R:3
C 0.679 -3.057 -0.139 -0.2 0.1 0.4
O 0.104 -1.867 0.428 0.7 0.0 0.1
C 0.347 -0.736 -0.397 -0.1 -0.9 0.0
N 0.049 0.444 0.377 -1.0 0.3 -1.1
C -1.288 1.053 0.189 -1.0 0.0 0.5
C -2.250 0.782 1.381 0.4 0.7 0.3
C -3.324 1.904 1.474 1.4 -1.4 -0.8
S -2.658 3.416 2.187 -1.6 1.2 2.3
O -3.787 4.203 2.540 -0.8 0.3 -1.1
O -1.860 3.137 3.351 1.1 -1.1 -1.0
O -1.831 4.264 1.107 0.1 -1.0 0.1
C 0.856 1.063 1.221 -0.2 -0.4 -0.4
N 0.505 2.204 1.862 0.1 0.2 -0.3
C 1.547 2.556 2.580 -1.8 -0.5 -1.1
N 2.523 1.657 2.406 2.3 0.6 1.8
P 4.004 1.966 3.257 1.8 1.5 1.4
O 3.770 3.055 4.174 -1.3 0.5 0.3
O 5.082 2.455 2.156 -1.1 -1.6 0.0
O 4.551 0.704 4.069 0.0 0.1 -2.6
N 2.100 0.678 1.562 -0.8 -0.2 -0.2
C 2.950 -0.447 1.231 1.9 0.1 0.4
C 4.026 -0.050 0.198 -0.2 -0.5 0.7
N 3.695 0.503 -0.875 0.4 0.2 -0.4
H 0.696 -2.954 -1.232 0.1 -0.5 0.2
H 1.680 -3.248 0.285 -0.1 0.2 -0.4
H 0.061 -3.900 0.188 0.0 0.2 -0.3
H -0.349 -0.820 -1.244 0.2 0.5 0.1
H 1.365 -0.739 -0.821 -0.1 0.2 0.3
H -1.210 2.129 -0.007 0.3 -0.3 0.2
H -1.778 0.639 -0.700 0.6 -0.1 0.1
H -1.714 0.785 2.341 0.1 -0.1 -0.3
H -2.710 -0.209 1.281 0.0 0.3 -0.1
H -4.085 1.564 2.183 0.0 0.6 -0.2
H -3.722 2.037 0.458 -0.3 0.5 0.5
H -0.894 4.270 1.374 -0.1 -0.1 0.0
H 1.542 3.459 3.181 0.6 -0.3 0.2
H 4.649 3.227 1.746 0.6 0.0 -0.1
H 5.183 0.242 3.482 0.1 -0.3 0.7
H 3.508 -0.702 2.146 -0.5 -0.1 -0.1
H 2.417 -1.354 0.947 -0.3 0.5 0.0
H 5.079 -0.247 0.449 -0.3 -0.2 0.1
H 4.574 0.662 -1.378 -0.4 0.2 -0.4
C 1.388 6.983 4.333 -0.1 0.1 -0.1
O 0.127 6.469 3.937 0.2 -0.1 0.1
C -0.384 5.500 4.854 -0.3 0.0 -0.4
C -1.464 6.084 5.739 0.2 -0.1 0.4
O -0.933 7.049 6.637 0.0 0.1 -0.2
C -1.208 8.381 6.237 0.0 0.0 0.1
H 1.622 7.832 3.691 0.0 0.0 0.0
H 1.378 7.322 5.371 0.0 -0.1 0.0
H 2.166 6.221 4.204 0.1 0.0 0.1
H 0.424 5.073 5.458 0.0 0.1 0.1
H -0.821 4.699 4.253 0.0 0.1 0.2
H -1.889 5.279 6.347 0.0 0.0 -0.1
H -2.270 6.511 5.136 0.0 0.0 -0.1
H -2.269 8.606 6.378 0.0 0.1 -0.1
H -0.932 8.554 5.194 0.0 0.0 0.0
H -0.623 9.049 6.868 0.0 -0.1 0.0
C 7.540 -3.300 -0.890 0.0 0.1 0.1
O 6.290 -2.763 -1.304 0.1 -0.1 0.0
C 5.944 -3.148 -2.632 -0.3 0.3 0.2
C 4.899 -4.246 -2.637 0.3 -0.3 -0.3
O 5.423 -5.463 -2.130 -0.1 0.2 0.2
C 5.008 -5.732 -0.802 0.0 -0.1 -0.1
H 7.648 -3.115 0.178 0.0 0.0 0.0
H 7.594 -4.376 -1.066 0.0 0.0 0.0
H 8.358 -2.800 -1.417 0.0 -0.1 0.0
H 6.831 -3.455 -3.192 0.0 -0.1 0.0
H 5.524 -2.263 -3.122 0.0 0.0 -0.1
H 4.596 -4.434 -3.671 0.0 0.1 0.0
H 4.010 -3.938 -2.075 0.0 0.0 0.0
H 3.947 -6.002 -0.786 0.0 0.0 0.1
H 5.180 -4.875 -0.145 0.0 0.0 0.0
H 5.588 -6.576 -0.433 0.0 0.0 -0.1
C -0.898 -5.668 -2.417 0.1 0.1 0.0
O -0.332 -4.743 -3.331 -0.1 -0.1 0.1
C 0.175 -5.373 -4.505 0.1 0.4 0.0
C -0.764 -5.192 -5.680 0.0 -0.4 -0.1
O -1.975 -5.906 -5.488 0.0 0.2 0.2
C -3.055 -5.069 -5.111 0.0 -0.1 -0.1
H -1.416 -5.102 -1.642 0.0 0.0 0.0
H -1.616 -6.334 -2.901 0.0 0.0 0.0
H -0.106 -6.262 -1.947 -0.1 -0.1 0.0
H 0.368 -6.434 -4.325 -0.1 0.0 0.0
H 1.130 -4.891 -4.739 0.0 0.0 0.0
H -0.286 -5.604 -6.574 0.0 0.0 0.0
H -0.959 -4.131 -5.861 0.0 0.0 0.1
H -3.371 -4.455 -5.960 0.0 0.1 0.1
H -2.790 -4.423 -4.269 0.0 0.0 0.0
H -3.886 -5.707 -4.814 0.0 0.0 -0.1
C -6.107 0.071 -0.576 0.0 0.1 0.0
O -5.511 0.997 -1.472 0.0 -0.2 0.1
C -5.029 0.378 -2.661 0.1 0.4 0.0
C -5.964 0.618 -3.829 0.0 -0.4 -0.1
O -7.196 -0.059 -3.649 0.0 0.2 0.2
C -8.248 0.808 -3.247 -0.1 -0.1 -0.1
H -6.603 0.637 0.212 0.0 0.1 0.0
H -6.848 -0.556 -1.076 0.0 0.0 0.0
H -5.333 -0.560 -0.124 -0.1 -0.1 0.0
H -4.872 -0.694 -2.506 -0.1 0.0 0.0
H -4.059 0.834 -2.887 0.0 0.0 -0.1
H -5.502 0.212 -4.734 0.0 0.0 0.0
H -6.123 1.689 -3.984 0.0 0.0 0.1
H -8.545 1.451 -4.081 0.0 0.1 0.1
H -7.959 1.424 -2.393 0.0 0.0 0.0
H -9.099 0.191 -2.961 0.0 -0.1 -0.1
```
Forces are in eV/Å.



No. 3
The following is a DFT calculation (ωB97M-V/def2-TZVPD) of a 3-piece molecular cluster, C3H10O3S2 overall.

## Properties
SMILES: O=CCCSS.O.O
Orbital gap (eV): 9.3
Energy relative to the best compared isomer or geometry (same formula, charge and spin) (kcal/mol): 23.91
HOMO level (eV): -9.144
Charge: 0

Structure (XYZ):
```
18
Properties=species:S:1:pos:R:3:forces:R:3
O 1.562 -0.948 -3.017 -0.7 -0.8 -0.2
C 1.410 -1.232 -1.858 1.6 2.0 -0.2
C 1.912 -0.204 -0.813 0.0 -2.5 0.6
C 1.628 -0.779 0.587 -0.6 -0.7 -0.7
S 2.300 0.304 1.857 -0.4 0.1 0.4
S 0.688 1.010 2.924 0.3 -1.1 0.8
H 1.124 -2.234 -1.500 -0.3 -0.1 -0.1
H 2.999 -0.272 -0.923 0.0 0.3 -0.2
H 1.629 0.816 -1.014 -0.5 0.2 0.0
H 0.601 -1.144 0.699 -0.5 1.3 0.4
H 2.013 -1.811 0.645 1.1 0.5 0.1
H 0.234 2.038 2.252 -0.1 0.7 -0.9
O -1.936 2.253 0.846 0.0 -0.2 -0.5
H -1.866 2.321 -0.122 -0.1 0.0 0.6
H -2.528 1.501 0.981 0.0 0.2 -0.1
O -3.995 -0.196 -0.436 0.3 0.7 0.6
H -4.421 -0.677 -1.144 0.2 -0.4 0.0
H -3.356 -0.747 0.035 -0.4 -0.2 -0.5
```
Forces are in eV/Å.